Record 1
Below is 2 unconnected molecules or ions with the total composition CH3O4S in a non-equilibrium geometry, with properties calculated with wB97M-V/def2-TZVPD.

HOMO (eV): -4.803
LUMO (eV): 3.9725
HOMO-LUMO gap (eV): 8.78

```
! RIJCOSX wB97M-V def2-TZVPD def2/J DEFGRID3
* xyz -1 1
S -0.34 1.00 -1.52
O -1.68 1.37 -1.97
H -0.47 -1.26 -0.14
H 1.33 0.48 0.97
H -0.21 0.05 2.11
O -0.63 -0.28 -0.04
O 0.43 0.25 -2.50
C 0.58 -0.23 1.50
O 0.99 -1.39 1.58
*
```

***

Record 2
Below is 2 unconnected molecules or ions with the total composition CH3OP in a non-equilibrium geometry, with properties calculated with wB97M-V/def2-TZVPD.

HOMO (eV): -9.591
LUMO (eV): 0.2096
HOMO-LUMO gap (eV): 9.80

```
! RIJCOSX wB97M-V def2-TZVPD def2/J DEFGRID3
* xyz 0 1
O -0.45 -1.07 -0.37
H -0.24 0.57 -1.51
H 1.13 0.45 -0.48
C -0.01 0.29 -0.57
P -1.01 -0.11 0.87
H 0.59 -0.12 2.06
*
```

***

Record 3
Below is 2 unconnected molecules or ions with the total composition CH3OP in a non-equilibrium geometry, with properties calculated with wB97M-V/def2-TZVPD.

HOMO (spin up / spin down) (eV): -8.846 / -8.705
LUMO (spin up / spin down) (eV): -0.9870 / -0.4783
HOMO-LUMO gap (spin up / spin down) (eV): 7.86 / 8.23

```
! RIJCOSX wB97M-V def2-TZVPD def2/J DEFGRID3
* xyz 0 1
O 0.77 -2.32 -1.79
H 1.04 1.82 -0.55
H 0.33 0.28 0.72
C 0.26 -1.53 -1.08
H -0.57 -1.81 -0.37
P -0.17 1.22 -0.37
*
```

***

Record 4
Below is a single CH3OPS molecule in a non-equilibrium geometry, with properties calculated with wB97M-V/def2-TZVPD.

HOMO (spin up / spin down) (eV): -8.538 / -9.047
LUMO (spin up / spin down) (eV): -1.4382 / -1.1966
HOMO-LUMO gap (spin up / spin down) (eV): 7.10 / 7.85

```
! RIJCOSX wB97M-V def2-TZVPD def2/J DEFGRID3
* xyz 0 1
H -1.60 0.90 -0.46
C 0.90 0.44 -0.74
O -1.10 -0.29 1.18
H 1.52 -0.22 -0.03
H 1.15 0.22 -1.74
P -0.70 -0.13 -0.51
S -0.18 -0.93 2.30
*
```

***

Record 5
Below is 2 unconnected molecules or ions with the total composition CH3PS in a non-equilibrium geometry, with properties calculated with wB97M-V/def2-TZVPD.

HOMO (spin up / spin down) (eV): -8.637 / -7.648
LUMO (spin up / spin down) (eV): -1.3002 / -1.6274
HOMO-LUMO gap (spin up / spin down) (eV): 7.34 / 6.02

```
! RIJCOSX wB97M-V def2-TZVPD def2/J DEFGRID3
* xyz 0 1
S -1.67 -0.84 0.03
H 1.14 1.26 0.01
P -3.19 0.35 -0.02
H 1.72 -0.50 0.78
H 0.73 -0.43 -0.80
C 1.25 0.16 0.00
*
```

***

Record 6
Below is 2 unconnected molecules or ions with the total composition CH3PS4 in a non-equilibrium geometry, with properties calculated with wB97M-V/def2-TZVPD.

HOMO (spin up / spin down) (eV): -7.333 / -8.656
LUMO (spin up / spin down) (eV): -2.0283 / -0.9243
HOMO-LUMO gap (spin up / spin down) (eV): 5.30 / 7.73

```
! RIJCOSX wB97M-V def2-TZVPD def2/J DEFGRID3
* xyz 0 1
S 1.52 -1.72 0.82
H 0.58 0.87 -0.44
S -1.32 2.31 0.12
S -2.64 0.98 1.03
C -0.42 0.83 -0.43
H 2.49 -0.75 0.78
S 1.67 -2.70 -0.86
P -1.28 -0.54 0.47
H -0.60 0.72 -1.48
*
```

***

Record 7
Below is a single CH3PS4 molecule in a non-equilibrium geometry, with properties calculated with wB97M-V/def2-TZVPD.

HOMO (spin up / spin down) (eV): -8.588 / -8.029
LUMO (spin up / spin down) (eV): -1.5522 / -2.0711
HOMO-LUMO gap (spin up / spin down) (eV): 7.04 / 5.96

```
! RIJCOSX wB97M-V def2-TZVPD def2/J DEFGRID3
* xyz 0 1
C -0.99 -1.15 0.12
S -3.34 0.54 -0.25
S -1.79 1.71 -0.28
S 1.65 0.15 -0.68
H -1.92 -1.48 0.03
P -0.31 0.43 0.56
H 3.78 0.36 0.55
S 3.10 1.30 -0.05
H -0.19 -1.86 0.01
*
```

***

Record 8
Below is a single CH3PSi molecule in a non-equilibrium geometry, with properties calculated with wB97M-V/def2-TZVPD.

HOMO (eV): -8.189
LUMO (eV): 0.0805
HOMO-LUMO gap (eV): 8.27
SMILES: C1=P[SiH2]1

```
! RIJCOSX wB97M-V def2-TZVPD def2/J DEFGRID3
* xyz 0 1
H 1.78 -0.60 -0.11
C -0.90 -0.26 0.59
H -1.45 -1.20 0.40
H 0.58 0.56 -1.76
P -0.70 1.25 1.22
Si 0.70 0.26 -0.35
*
```

***

The relative energy (zero: lowest compared OMol25 entry of this formula, charge and spin) results, record by record, are as follows: 40.3, 62.5, 77.9, 88.3, 62.5, 61.9, 67.7, 7.3 kcal per mole.
The E results, record by record, are as follows: -20110.8793, -12418.6471, -12417.9771, -23253.0155, -21206.2327, -53713.2242, -53712.9736, -18249.3486 eV.